# 1
{
  "formula": "C14H16B2BeF8N6O7S",
  "method": "ωB97M-V/def2-TZVPD",
  "mol_weight_g_mol": 595.0,
  "gap_ev": 5.84,
  "total_charge": -2,
  "elements": ["O", "C", "H", "F", "H", "N", "H", "H", "C", "C", "F", "B", "H", "H", "N", "F", "H", "H", "H", "F", "N", "H", "C", "C", "N", "C", "H", "B", "H", "C", "C", "N", "H", "F", "C", "C", "O", "Be", "F", "O", "H", "O", "H", "N", "O", "F", "C", "O", "S", "C", "C", "C", "H", "O", "F"],
  "coordinates": [[4.348, 3.389, -2.764], [-0.152, -1.639, 0.698], [0.670, 0.112, 3.282], [2.852, -0.766, 2.405], [0.026, -2.321, -2.354], [0.413, -1.755, -0.440], [-0.847, -1.583, 4.458], [-1.766, 2.710, -2.719], [-0.485, -1.700, 3.436], [-2.736, 4.040, 0.260], [2.358, -2.223, -4.264], [3.566, -1.191, 1.305], [-2.090, -2.629, -1.191], [-1.055, 0.334, 2.970], [-1.896, 3.575, 2.479], [2.972, -0.596, 0.134], [-1.542, -4.257, -1.628], [-0.568, -4.535, 0.642], [-0.139, 2.050, 1.168], [4.864, -0.769, 1.398], [-1.033, -2.559, 1.231], [0.815, -3.555, -1.374], [-1.820, 3.381, 1.068], [0.041, -2.780, -1.361], [-3.669, 4.452, -1.942], [-0.846, 2.297, -0.846], [0.441, -2.275, 3.450], [3.138, -1.323, -3.587], [-2.295, -4.128, 0.789], [-1.514, -2.432, 2.582], [-0.202, -0.342, 2.810], [3.518, 1.314, -1.672], [-3.473, 4.708, 0.681], [2.456, -0.921, -2.388], [-2.713, 3.799, -1.108], [-0.856, 2.527, 0.523], [-1.289, 2.803, 3.211], [2.457, 0.161, -1.172], [4.338, -1.889, -3.238], [-3.646, 4.227, -3.145], [-2.466, -1.876, 2.594], [-4.480, 5.213, -1.417], [0.802, 0.042, 0.992], [0.049, -0.494, 1.398], [1.115, 0.985, -0.790], [3.359, -0.205, -4.369], [-1.318, -3.746, 0.467], [-2.587, 4.501, 2.898], [4.120, 1.937, -2.872], [-1.779, 2.921, -1.660], [-1.323, -3.383, -1.015], [0.150, 1.346, -1.524], [-1.702, -3.435, 2.986], [-0.068, 1.034, -2.679], [3.489, -2.552, 1.202]],
  "atomic_forces_ev_per_a": [[0.33, 0.17, -0.36], [-0.19, -0.67, -0.94], [0.00, -0.01, -0.02], [-0.69, 0.48, 0.62], [0.00, -0.21, -0.04], [0.18, 0.55, 0.18], [-0.03, 0.00, 0.05], [0.04, -0.03, -0.03], [-0.10, 0.10, -0.18], [-0.24, 0.10, 0.05], [-0.78, -0.63, -0.17], [0.56, -0.40, 0.68], [-0.15, 0.03, -0.02], [0.05, -0.14, 0.07], [-0.09, 0.19, 1.73], [-0.33, 0.29, -0.51], [-0.04, -0.10, -0.06], [-0.07, 0.04, 0.06], [0.09, -0.06, -0.03], [0.72, 0.32, -0.13], [0.03, 0.04, 0.23], [-0.02, -0.12, -0.11], [0.15, -0.29, -1.78], [-0.21, -0.23, -0.03], [-1.18, 0.80, -1.10], [0.05, -0.05, -0.06], [0.08, -0.08, 0.03], [0.77, 0.16, -0.89], [0.09, 0.00, -0.05], [-0.04, 0.09, 0.21], [-0.07, -0.09, 0.26], [0.60, 0.50, -0.90], [0.08, -0.06, 0.01], [-1.00, -0.29, 0.82], [1.29, -0.88, 1.01], [-0.28, 0.20, 0.18], [-0.23, 0.45, -0.48], [0.32, 0.43, -0.59], [0.65, -0.39, 0.44], [0.06, 0.05, 0.64], [-0.02, -0.08, 0.16], [0.38, -0.34, -0.15], [-0.06, -0.02, 0.03], [0.15, 0.55, 0.51], [0.21, 0.06, 0.56], [-0.19, 0.32, -0.37], [-0.12, -0.09, -0.27], [0.26, -0.34, -0.18], [-0.51, 0.18, 1.59], [-0.31, 0.26, 0.05], [0.28, -0.07, 0.08], [-0.08, -0.05, -0.13], [0.00, 0.09, -0.06], [-0.24, 0.07, -0.32], [-0.15, -0.79, -0.30]]
}

# 2
{
  "formula": "C41H44Cl2MnN4O4S",
  "method": "ωB97M-V/def2-TZVPD",
  "s2": 0.887,
  "mol_weight_g_mol": 814.7,
  "gap_ev": [6.89, 6.62],
  "spin_multiplicity": 2,
  "total_charge": 0,
  "elements": ["C", "C", "C", "Cl", "C", "N", "C", "C", "H", "H", "C", "S", "H", "C", "H", "C", "H", "H", "C", "C", "H", "N", "H", "H", "H", "H", "C", "C", "H", "H", "H", "H", "C", "H", "H", "O", "H", "H", "C", "C", "H", "H", "H", "C", "C", "C", "H", "C", "H", "H", "C", "C", "C", "C", "O", "H", "H", "C", "H", "C", "H", "H", "H", "C", "C", "N", "C", "N", "H", "H", "C", "H", "C", "C", "C", "H", "C", "Cl", "C", "Mn", "H", "H", "C", "H", "H", "C", "C", "O", "C", "H", "H", "H", "O", "C", "H", "C", "H"],
  "coordinates": [[-3.785, 4.492, -0.621], [2.081, -3.626, 3.970], [0.174, 2.089, -2.459], [-6.401, -0.371, 1.180], [2.289, -1.158, 2.713], [1.493, 0.245, -1.794], [-0.115, 4.314, 0.305], [2.691, -0.490, -1.911], [-2.472, 5.582, 0.673], [-0.849, 3.846, -3.132], [-2.806, 2.622, -1.798], [2.641, 0.403, 1.934], [2.662, 0.341, -4.091], [-1.913, -2.613, -0.007], [-1.324, -2.261, 3.359], [-5.294, 0.330, -0.006], [6.045, -0.103, -2.136], [3.105, -5.226, 4.945], [-0.083, 3.160, -3.482], [0.315, 1.564, 2.244], [-2.299, 0.670, -2.524], [-0.468, 2.036, -1.351], [5.946, -2.565, -2.187], [1.570, 2.064, 3.924], [0.531, 3.439, 0.371], [-3.391, -3.867, -3.374], [3.935, 0.164, -1.987], [-1.874, 2.299, 2.354], [3.757, -3.706, -2.012], [-4.834, 3.248, -2.019], [-2.636, 1.846, -3.798], [4.885, 1.882, -1.182], [-1.683, 2.913, 3.574], [-0.401, 2.732, -4.435], [2.552, -4.458, 2.051], [-1.108, -0.709, -1.217], [-5.548, 1.375, -0.134], [2.444, 2.095, -4.194], [-3.892, 3.440, -1.518], [-1.585, 2.872, -1.146], [-0.230, 3.275, 5.117], [-4.643, 5.120, -0.415], [1.496, -4.918, 5.593], [5.035, -1.986, -2.109], [1.935, 1.145, -4.027], [2.492, -2.318, 1.981], [1.601, -2.505, 5.730], [2.379, -3.546, 2.611], [-1.326, -3.844, 2.564], [0.912, -2.517, -0.801], [-1.748, -1.830, -1.192], [-2.935, 1.507, -2.801], [-2.322, -2.310, -2.392], [-2.569, 4.750, -0.014], [-0.545, -1.214, 1.316], [-2.815, -2.886, 2.618], [-2.489, 3.455, 4.050], [-2.990, -3.509, -2.433], [-3.968, 1.165, -2.868], [1.233, 1.124, -2.698], [4.332, 2.102, -2.847], [-2.750, -4.425, 0.805], [-2.197, -1.705, -3.281], [2.082, -4.955, 4.675], [4.080, 1.658, -1.880], [1.197, 0.941, 1.396], [-0.426, 2.809, 4.160], [-0.917, 1.640, 1.704], [0.580, -2.165, -2.495], [-3.663, -5.225, -1.313], [0.579, 2.128, 3.511], [-2.837, 2.350, 1.863], [-2.628, -3.823, -0.086], [3.809, -2.623, -2.016], [-1.730, -2.831, 2.526], [2.775, -2.241, 0.938], [1.951, -1.215, 4.054], [-3.604, 0.236, 0.530], [5.085, -0.605, -2.092], [0.023, 0.197, -0.054], [3.174, 2.125, -1.500], [1.422, -3.659, -2.051], [-3.144, -4.277, -1.273], [1.688, -5.746, 4.036], [-0.222, 4.751, 1.298], [2.635, -1.892, -1.916], [-1.458, 3.959, -0.274], [3.222, 1.264, 2.932], [1.845, -2.450, 4.676], [0.834, 3.722, -3.668], [0.378, 5.050, -0.336], [-5.387, -0.231, -0.929], [3.444, 0.104, 0.786], [-1.346, -2.156, 1.239], [1.200, 1.019, -4.825], [1.312, -2.601, -1.816], [1.801, -0.297, 4.608]],
  "atomic_forces_ev_per_a": [[-0.02, 0.01, -0.03], [-0.04, 0.00, 0.01], [-1.22, 1.02, 0.43], [-0.08, -0.02, 0.03], [0.38, 0.15, -0.06], [-0.41, 0.80, 0.78], [-0.08, -0.08, -0.03], [0.80, -0.74, -0.21], [0.02, 0.00, 0.00], [0.03, 0.00, -0.06], [0.31, -0.16, -0.01], [-0.65, 0.10, -0.10], [-0.05, 0.05, -0.07], [0.00, 0.01, -0.49], [0.06, 0.01, -0.03], [0.27, -0.09, 0.10], [-0.01, 0.03, 0.01], [-0.02, -0.06, 0.02], [0.07, -0.08, -0.14], [-0.21, 0.21, 0.41], [-0.04, -0.08, -0.01], [0.78, -1.37, -0.21], [0.00, 0.00, 0.01], [0.02, 0.04, 0.06], [0.03, 0.06, 0.04], [-0.03, 0.01, 0.00], [-0.35, 0.01, 0.12], [-0.17, 0.08, 0.07], [-0.03, 0.00, -0.04], [0.01, -0.01, -0.01], [-0.04, 0.00, 0.00], [0.00, 0.05, 0.00], [-0.10, 0.07, -0.01], [0.02, 0.00, -0.01], [0.02, 0.00, -0.02], [-0.96, -0.45, -1.34], [0.02, 0.01, -0.04], [-0.01, -0.02, -0.05], [-0.01, 0.04, 0.08], [-0.67, 0.68, 0.33], [0.02, -0.03, 0.02], [0.00, -0.01, 0.02], [-0.02, -0.03, 0.00], [-0.02, -0.05, -0.01], [-0.06, 0.22, -0.03], [0.01, 0.02, 0.05], [0.00, 0.03, 0.01], [-0.08, -0.03, -0.01], [-0.01, -0.02, -0.03], [-0.08, 0.00, -0.04], [0.17, 0.08, 0.51], [0.09, -0.02, 0.08], [-0.11, -0.16, -0.12], [-0.05, 0.06, 0.01], [0.45, 0.03, 0.04], [-0.01, -0.05, 0.00], [-0.02, -0.03, -0.03], [0.15, 0.24, 0.03], [0.00, 0.01, -0.01], [0.88, -1.38, -0.16], [0.00, 0.02, 0.03], [-0.01, 0.01, 0.01], [0.03, 0.00, -0.01], [0.03, 0.07, -0.03], [0.01, -0.12, 0.05], [1.17, 0.22, 0.69], [0.07, -0.11, -0.11], [0.43, -0.43, -0.22], [-0.05, -0.05, 0.06], [-0.01, 0.02, 0.00], [-0.02, 0.07, -0.06], [0.04, -0.01, -0.01], [0.07, 0.03, 0.04], [0.12, 0.06, 0.05], [-0.01, 0.07, 0.11], [0.02, -0.03, 0.00], [-0.05, 0.05, 0.02], [-0.38, 0.02, -0.09], [0.07, -0.04, -0.01], [-0.34, 1.37, -0.26], [0.04, 0.08, 0.05], [0.02, 0.00, 0.01], [-0.14, -0.22, 0.08], [-0.01, -0.02, 0.02], [0.01, -0.01, 0.02], [-0.27, 0.07, 0.06], [0.23, -0.11, -0.11], [-0.14, -0.02, 0.08], [-0.04, -0.04, -0.07], [0.02, -0.02, -0.03], [0.04, 0.00, 0.03], [0.00, 0.02, -0.01], [0.01, -0.07, -0.34], [-0.04, -0.15, 0.07], [-0.05, 0.06, 0.01], [0.13, 0.06, -0.03], [0.04, -0.04, 0.05]]
}

no.,calculated total energy (Ha)
1,-2660.4592
2,-4578.3488